No. 1
Density functional theory data (ωB97M-V/def2-TZVPD) for a molecular structure, C15H16F6N4O9PPtS5 at a distorted geometry.

Values from the calculation:
Total charge: -2
Gap between HOMO and LUMO (spin up / spin down) in eV: 4.167 / 6.537
Multiplicity: 4
LUMO (spin up / spin down) in eV: 3.62 / 3.41
<S²>: 3.7769

Positions of all 57 atoms, in Å:
Pt (8.629, 9.786, 11.090)
C (11.373, 15.185, 10.021)
C (10.746, 14.127, 9.118)
O (11.138, 12.759, 9.425)
P (10.546, 11.946, 10.610)
S (10.875, 9.927, 10.490)
S (8.533, 12.158, 10.653)
O (11.265, 12.643, 11.861)
C (11.103, 11.898, 13.110)
C (11.561, 12.699, 14.261)
H (11.085, 16.172, 9.654)
H (12.465, 15.174, 10.028)
H (11.038, 15.130, 11.057)
H (11.118, 14.224, 8.074)
H (9.645, 14.190, 9.159)
H (11.702, 10.999, 13.024)
H (10.018, 11.664, 13.213)
H (12.613, 12.872, 14.253)
H (11.353, 12.161, 15.210)
H (11.066, 13.662, 14.287)
F (5.281, 10.952, 7.869)
C (6.007, 9.803, 7.874)
F (7.280, 10.133, 7.813)
F (5.668, 9.124, 6.785)
S (5.645, 8.817, 9.434)
O (6.283, 9.456, 10.567)
O (4.214, 8.724, 9.472)
N (6.349, 7.470, 8.971)
S (7.600, 6.713, 9.578)
O (8.356, 7.444, 10.558)
O (7.296, 5.338, 9.788)
C (8.702, 6.680, 8.089)
F (9.778, 5.911, 8.364)
F (8.050, 6.157, 7.032)
F (9.159, 7.881, 7.711)
O (11.806, 10.442, 20.739)
S (11.472, 9.164, 20.087)
O (12.326, 8.883, 18.932)
O (11.264, 8.036, 20.986)
C (9.797, 9.525, 19.371)
N (8.855, 9.922, 20.214)
C (7.734, 10.313, 19.638)
C (7.512, 10.317, 18.275)
C (8.539, 9.831, 17.471)
N (9.681, 9.422, 18.028)
C (8.500, 9.729, 16.035)
C (7.351, 10.051, 15.210)
C (7.387, 10.006, 13.846)
N (8.510, 9.608, 13.172)
C (9.576, 9.165, 13.944)
C (9.580, 9.244, 15.292)
H (6.926, 10.730, 20.286)
H (6.620, 10.702, 17.819)
H (6.434, 10.306, 15.704)
H (6.485, 10.230, 13.286)
H (10.391, 8.714, 13.404)
H (10.457, 8.854, 15.813)

No. 2
Density functional theory data (ωB97M-V/def2-TZVPD) for a single C15H16N2O2 molecule.

Values from the calculation:
Total charge: 0
Gap between HOMO and LUMO in eV: 9.210
LUMO in eV: 0.66
ΔE to the lowest compared entry with this formula, charge and spin in kJ/mol: 59.0

Positions of all 35 atoms, in Å:
O (1.206, -1.615, -2.090)
C (0.124, -1.641, -1.557)
C (-1.174, -1.837, -2.333)
C (-2.208, -0.733, -2.100)
C (-1.687, 0.640, -2.541)
O (-0.460, 1.000, -1.952)
C (-0.404, 1.425, -0.657)
C (-1.488, 1.574, 0.199)
C (-1.282, 1.996, 1.503)
C (-0.011, 2.278, 1.965)
C (1.069, 2.148, 1.106)
C (0.878, 1.725, -0.192)
N (-0.073, -1.570, -0.204)
C (0.855, -1.280, 0.793)
C (2.224, -1.159, 0.569)
C (3.040, -0.847, 1.642)
C (2.471, -0.673, 2.893)
N (1.173, -0.800, 3.116)
C (0.392, -1.094, 2.098)
H (-1.600, -2.802, -2.047)
H (-0.910, -1.878, -3.390)
H (-3.105, -0.954, -2.683)
H (-2.499, -0.699, -1.048)
H (-1.469, 0.614, -3.613)
H (-2.450, 1.409, -2.360)
H (-2.497, 1.376, -0.133)
H (-2.133, 2.101, 2.161)
H (0.138, 2.595, 2.985)
H (2.066, 2.371, 1.453)
H (1.704, 1.606, -0.874)
H (-1.026, -1.626, 0.128)
H (2.624, -1.299, -0.422)
H (4.105, -0.741, 1.503)
H (3.070, -0.427, 3.759)
H (-0.664, -1.183, 2.326)